The following is a quantum chemistry calculation of a 19-piece molecular cluster, C82H134N24O32 overall, from the OMol25 dataset.

Calculated values
HOMO-LUMO gap = 4.791 eV
E_HOMO = -15.32 eV
E_tot = -188397.057 eV
net charge = +6
largest force on an atom = 3.9 eV/Å

Structure (XYZ):
```
272
Properties=species:S:1:pos:R:3:forces:R:3
C -1.774810 -0.832208 13.470072 -0.88 -0.26 -0.67
N -1.892225 -0.073990 12.186564 -1.64 0.03 -0.36
C -2.792862 -0.386380 11.204064 1.42 -0.59 -0.17
C -2.658617 0.251600 9.954947 -0.85 -0.93 1.67
C -1.704887 1.232072 9.772412 -0.08 0.59 -0.93
C -0.978918 1.683188 10.869123 -0.15 -1.07 -0.21
C -1.108169 0.996413 12.061419 0.96 1.07 0.23
C -1.401291 1.775836 8.393428 -0.94 0.01 0.93
C -2.409233 2.042658 7.441071 1.08 0.11 0.02
C -2.055370 2.498869 6.182202 1.85 -0.34 1.57
N -0.721026 2.710004 5.937027 -1.81 -0.74 1.13
C 0.223708 2.426650 6.846017 0.34 1.04 -1.08
C -0.086464 2.034093 8.112829 -0.15 -0.65 -0.40
C -0.368066 3.388357 4.717392 -0.39 -0.48 -1.59
H -2.121555 -1.875870 13.340442 -0.03 0.78 0.05
H -2.304249 -0.295105 14.267513 0.19 -0.30 -0.23
H -0.722476 -0.851108 13.599677 0.85 -0.20 0.79
H -3.392730 -1.300699 11.421237 0.28 1.11 -0.42
H -3.312653 -0.071225 9.173440 -0.14 -0.11 -0.45
H -0.223403 2.416829 10.674130 0.11 0.51 0.62
H -0.554262 1.299228 12.960767 -0.12 -0.30 -0.52
H -3.419939 2.005245 7.764944 -0.81 -0.29 -0.20
H -2.713043 2.730991 5.386651 -0.73 0.11 -0.57
H 1.242361 2.649206 6.513825 -0.09 -0.21 0.07
H 0.727913 1.855553 8.786861 0.12 -0.12 0.28
H -0.876752 2.937064 3.847505 0.02 -0.06 0.57
H 0.692637 3.248213 4.605342 0.24 0.64 -0.25
H -0.706379 4.416276 4.794961 0.38 0.22 0.03
C -1.192964 -0.377441 0.562589 -0.13 0.41 -0.37
N -1.384601 -1.536230 1.423313 0.19 -1.23 0.59
C -0.339353 -2.407758 1.616174 -3.70 -0.41 1.22
C -0.521180 -3.602091 2.278245 -1.46 0.14 0.44
C -1.817732 -3.930020 2.778389 1.87 0.98 -1.59
C -2.825624 -3.044093 2.488651 -1.75 -1.63 -0.07
C -2.622670 -1.857742 1.861337 2.39 -0.05 -0.30
C -2.210504 -5.260876 3.233134 0.30 -0.08 0.82
C -2.850198 -5.456682 4.460904 0.17 2.37 0.23
C -3.465499 -6.620652 4.775366 0.06 -1.11 1.60
N -3.382589 -7.622438 3.890851 -0.18 -0.44 -2.07
C -2.730806 -7.485086 2.696544 -0.35 0.63 0.28
C -2.039687 -6.311990 2.381222 -0.90 -1.01 -1.36
C -4.134729 -8.879341 4.123717 0.52 0.03 0.55
H -2.131242 0.152608 0.416755 -0.04 -0.31 -0.14
H -0.777416 -0.729339 -0.371579 -0.24 -0.05 -0.36
H -0.498150 0.337042 0.955080 0.47 0.15 0.73
H 0.546861 -2.179102 1.180732 2.47 0.79 -1.35
H 0.299594 -4.285586 2.307217 0.32 -0.37 0.02
H -3.839272 -3.493982 2.405258 0.33 0.87 0.80
H -3.393148 -1.184459 1.659973 -1.04 1.01 -0.49
H -2.863224 -4.539114 5.070485 -0.28 -0.83 0.16
H -3.934672 -6.908346 5.774040 0.56 0.80 -1.60
H -2.923722 -8.247445 1.944937 0.33 -0.11 0.40
H -1.642343 -6.110206 1.361654 -0.08 -0.61 0.89
H -3.570602 -9.681595 3.620962 -0.50 0.18 0.57
H -5.175528 -8.843706 3.809673 0.14 0.34 -0.50
H -4.161455 -8.945990 5.211979 0.17 -0.74 -0.13
C 0.076163 7.227313 -2.223512 0.04 0.19 0.25
N 1.361438 7.923563 -1.978079 0.26 0.63 0.71
C 1.891897 7.926392 -0.725923 0.18 1.64 0.31
C 2.851797 8.862395 -0.344751 -1.39 -0.69 -1.62
C 3.289416 9.766037 -1.308878 1.20 0.24 -0.78
C 2.860729 9.711381 -2.622222 -2.07 -2.25 -0.06
C 1.857979 8.719645 -2.909403 1.33 1.47 -1.72
C 4.384265 10.692365 -0.964251 0.31 1.36 0.64
C 4.276863 12.074930 -1.200435 0.03 -2.01 -0.28
C 5.259130 12.874741 -0.730251 1.05 2.18 0.76
N 6.315234 12.400272 -0.067454 -0.27 -1.52 0.23
C 6.458083 11.046995 0.157034 0.42 3.13 0.26
C 5.518009 10.210845 -0.258352 -2.52 -2.42 -1.11
C 7.284598 13.262656 0.601791 -0.10 1.69 -0.15
H 0.191455 6.321722 -1.633099 -0.60 -0.45 -0.74
H -0.107176 7.182015 -3.308702 0.45 -0.71 0.53
H -0.726632 7.841497 -1.803554 0.26 0.01 0.19
H 1.403385 7.350903 0.024480 -0.26 -0.71 0.18
H 3.140253 9.005629 0.664667 0.27 -0.38 0.80
H 3.194832 10.318315 -3.451957 0.20 0.11 0.24
H 1.504168 8.561250 -3.959487 0.07 0.16 1.13
H 3.486840 12.536788 -1.741316 -0.72 0.06 -0.22
H 5.177792 13.977399 -0.779065 0.21 -0.79 -0.16
H 7.288750 10.896536 0.786738 0.87 -1.04 0.39
H 5.507622 9.116608 -0.078893 0.57 0.92 0.09
H 7.070003 13.337233 1.666156 -0.28 -0.03 -0.01
H 7.227886 14.274236 0.148546 0.16 -0.68 0.35
H 8.279693 12.872226 0.507840 0.41 -0.21 -0.34
C -8.810958 6.567892 -4.931481 -1.11 0.14 -1.05
N -8.421524 5.155745 -4.659622 0.39 0.75 0.31
C -9.289270 4.125546 -4.712498 0.72 0.28 -0.29
C -8.913714 2.857135 -4.366714 1.32 0.34 1.29
C -7.643420 2.716258 -3.739787 -0.32 -1.80 -0.07
C -6.708996 3.728777 -3.905632 0.42 0.33 0.40
C -7.135590 4.952264 -4.341193 -0.40 -0.26 -0.37
C -7.206015 1.482230 -2.924696 -0.19 1.92 -0.76
C -6.377418 1.732701 -1.829145 0.40 0.93 0.82
C -5.897887 0.659713 -1.118197 -0.26 -1.56 -0.06
N -6.296394 -0.606855 -1.455580 0.22 -0.17 -0.05
C -7.089435 -0.845071 -2.505731 -0.01 0.86 0.02
C -7.579484 0.193798 -3.258987 -0.46 0.45 0.16
C -5.904791 -1.822746 -0.663487 0.14 1.29 0.53
H -8.368858 6.928057 -5.876719 -0.21 -0.50 0.29
H -8.524215 7.296514 -4.173929 0.15 -0.63 0.41
H -9.907910 6.581606 -5.021084 0.47 0.14 -0.04
H -10.259438 4.349054 -5.058581 -0.98 0.27 -0.31
H -9.628586 2.065276 -4.450884 -0.22 -0.31 0.16
H -5.654683 3.614120 -3.646683 -0.40 -0.14 0.06
H -6.510998 5.807002 -4.476928 0.46 0.30 0.14
H -6.120393 2.751062 -1.378420 -0.41 -1.48 -1.20
H -5.205398 0.756379 -0.290503 -0.21 -0.05 0.20
H -7.343671 -1.854116 -2.739091 -0.05 -0.55 0.16
H -8.359422 0.034940 -3.991327 0.39 -0.25 -0.30
H -5.079624 -2.312199 -1.131839 0.67 -0.05 -0.27
H -6.735444 -2.492946 -0.592861 -0.55 -0.17 -0.03
H -5.692169 -1.460332 0.338775 0.24 -0.25 -0.07
C 1.710126 -2.634171 4.510759 1.33 0.68 -0.62
N 3.154937 -2.290322 4.438081 0.21 -1.24 -0.98
C 3.643848 -1.091322 4.690629 0.46 0.28 1.85
C 5.002769 -0.920463 4.919258 1.00 1.16 -0.95
C 5.886862 -1.928170 4.581282 -0.16 -1.51 -0.85
C 5.327466 -3.155654 4.110790 0.65 0.86 0.31
C 3.983875 -3.299782 4.036581 -0.38 -0.29 0.32
C 7.381816 -1.932446 4.446678 0.17 1.09 0.39
C 8.257978 -1.597325 5.475349 0.50 -0.22 0.03
C 9.642929 -1.765631 5.272501 -0.73 -0.91 1.20
N 10.133057 -2.352726 4.153694 -1.51 2.16 -0.41
C 9.286480 -2.473171 3.099273 -0.15 -1.43 -0.90
C 7.918824 -2.273561 3.204335 0.16 0.03 0.29
C 11.569365 -2.546860 3.942302 0.13 -2.05 2.02
H 1.409569 -2.744185 3.475047 -0.43 -0.38 0.37
H 1.238916 -1.818355 4.982968 -0.86 0.94 0.38
H 1.631720 -3.479642 5.168182 -0.26 -0.60 -0.18
H 3.021044 -0.244889 4.951217 -0.49 -0.19 -0.28
H 5.311336 0.111602 5.150713 -0.04 -0.66 0.00
H 5.996608 -3.959106 3.823693 -0.29 0.04 -0.10
H 3.537986 -4.231393 3.677070 -0.09 0.46 0.27
H 7.830328 -1.295081 6.443946 0.70 -0.02 -0.47
H 10.330065 -1.648423 6.117236 -0.12 0.17 -0.55
H 9.692062 -2.946895 2.174445 -0.15 0.83 0.82
H 7.207676 -2.343765 2.366780 0.65 -0.20 0.13
H 11.631470 -3.484795 3.376810 0.47 0.37 0.13
H 12.030239 -2.681976 4.962835 -0.37 -0.01 -1.19
H 12.056220 -1.740013 3.465741 0.15 0.95 -0.70
C 8.295131 -1.410987 -3.603920 0.05 0.14 -1.45
C 7.027384 -1.737052 -4.399418 0.67 0.51 0.12
C 7.156011 -2.955674 -5.269703 -0.24 0.69 -1.27
O 5.883152 -3.049676 -5.942463 0.54 -0.69 0.27
C 5.938512 -3.857926 -7.135179 -0.17 0.44 0.73
N 5.847931 -1.874138 -3.453478 0.43 0.19 0.18
H 5.977508 -2.255420 -2.483422 0.96 -0.10 -0.06
H 5.454227 -0.960448 -3.272812 -0.26 0.52 -0.16
H 5.117374 -2.419867 -3.864036 -0.63 -0.43 -0.72
H 8.281794 -0.367381 -3.325220 -0.11 0.16 0.62
H 9.153413 -1.467231 -4.304919 -0.37 -0.30 0.48
H 8.412450 -2.080271 -2.766011 0.20 -0.02 0.31
H 6.816894 -0.920134 -5.121098 -0.28 -0.26 0.75
H 7.425254 -3.817533 -4.693558 -0.20 -0.94 0.37
H 8.007136 -2.802753 -5.992334 -0.86 0.06 0.50
H 6.447860 -3.274548 -7.872583 0.80 0.03 -0.63
H 4.939036 -3.988957 -7.542291 -0.19 -0.18 0.45
H 6.427769 -4.808852 -6.915568 -0.06 0.00 -0.27
C 3.391301 4.798626 -4.331934 1.04 -0.67 1.52
C 3.122007 3.722933 -5.371261 -0.78 1.19 0.29
C 4.358156 3.278191 -6.073767 -0.04 -0.46 -1.48
O 3.835584 2.668266 -7.272766 1.27 -0.16 -0.98
C 4.827313 2.467123 -8.349123 -0.16 -0.11 1.32
N 2.253559 2.654156 -4.793726 0.71 -0.57 -0.73
H 2.073501 1.611671 -3.164291 1.38 1.00 -1.53
H 1.322752 3.053654 -4.834895 -0.23 -0.32 0.15
H 2.287284 1.822359 -5.417224 -0.09 0.89 0.38
H 3.807593 5.682824 -4.780358 -0.39 0.63 -0.50
H 4.224616 4.542470 -3.612043 -0.96 -0.37 -0.45
H 2.466811 4.985386 -3.767109 0.46 0.23 -0.21
H 2.565173 4.249702 -6.183230 0.14 -0.40 0.43
H 5.026568 2.615054 -5.527413 -0.16 -0.43 0.27
H 4.980391 4.147882 -6.334622 -0.27 0.05 -0.02
H 5.452347 3.392710 -8.446554 -0.43 -0.87 -0.03
H 4.303205 2.243723 -9.296486 0.10 0.27 0.67
H 5.443467 1.573467 -8.068368 -0.20 0.85 -0.37
C -1.091947 1.154619 -5.532592 0.21 0.81 -0.57
C -1.851709 1.556182 -6.840249 -0.99 0.28 0.53
C -3.427241 1.612804 -6.628057 0.92 0.08 -0.51
O -4.122980 2.401932 -7.592351 0.86 -0.35 -0.63
C -4.092018 1.812002 -8.915616 -1.22 -0.47 0.98
N -1.429665 2.977657 -7.301152 -0.82 -0.74 0.80
H -0.456829 2.994757 -7.565565 0.46 0.04 -0.16
H -1.991480 3.345711 -8.084873 0.08 -0.44 0.42
H -1.491559 3.677963 -6.513334 0.28 -0.35 -0.49
H -1.251964 1.885987 -4.733270 -0.18 -0.05 -0.28
H -0.011636 1.195127 -5.753387 -0.29 -0.44 0.04
H -1.396337 0.182106 -5.096891 0.11 0.51 -0.71
H -1.573934 0.865028 -7.652599 -0.18 0.41 0.21
H -3.656620 2.089619 -5.696464 0.19 0.17 0.70
H -3.789017 0.583909 -6.550259 -0.05 0.01 -0.18
H -5.105740 1.480614 -9.151772 0.10 -0.38 0.12
H -3.407533 0.975463 -8.912110 0.09 -0.22 -0.35
H -3.882201 2.503882 -9.699857 0.66 0.86 -0.24
C 0.268368 -7.503469 -4.544272 -0.36 0.28 0.95
N 1.665558 -7.953484 -4.825654 -0.37 -1.21 0.05
C 2.665404 -6.889897 -5.080731 0.48 1.25 1.95
C 2.100465 -8.759038 -3.530387 -1.37 0.41 -2.09
C 1.548138 -8.827197 -6.129905 1.41 0.74 0.31
C 0.985092 -8.084399 -7.362692 -0.98 0.13 -0.15
O 1.809838 -7.142667 -8.025937 0.44 0.15 0.68
H -0.390960 -8.346741 -4.715410 -0.02 -0.17 -0.10
H -0.086128 -6.672106 -5.141299 0.42 0.14 -0.16
H 0.192382 -7.255300 -3.483380 0.11 0.31 -0.19
H 3.684899 -7.252912 -4.933498 -0.20 -0.56 -0.65
H 2.668736 -6.072599 -4.315559 -0.85 -0.73 -0.39
H 2.481543 -6.466523 -6.038084 0.07 0.26 -0.74
H 1.454923 -9.627559 -3.404765 0.03 0.08 -0.22
H 2.000147 -8.105183 -2.691481 -0.05 0.66 0.46
H 3.092308 -9.019392 -3.736785 1.46 -0.67 0.03
H 0.973040 -9.669041 -5.829479 -0.92 -0.55 0.01
H 2.531919 -9.257845 -6.354907 0.08 0.40 0.14
H 0.070041 -7.523561 -7.089374 0.53 -0.27 -0.08
H 0.637442 -8.788290 -8.131991 0.18 -0.44 0.57
H 2.673627 -7.521964 -8.230943 -0.18 -0.15 -0.16
C -6.031061 -2.745546 4.357638 1.90 1.39 0.51
N -7.312510 -3.288053 4.800040 -1.18 0.33 -2.45
C -7.135108 -4.616370 5.407126 1.08 -1.09 -0.42
C -7.925768 -2.503424 5.844569 -1.76 -0.80 0.08
C -8.210946 -3.337505 3.500393 0.42 -1.06 -0.58
C -8.545918 -2.005516 2.825528 0.94 0.55 0.25
O -7.598816 -1.595935 1.856616 -0.12 -0.30 -0.17
H -5.977399 -1.641639 4.277356 -0.93 -0.44 -0.27
H -5.735698 -3.189570 3.424526 0.05 -0.32 -0.29
H -5.260174 -2.898705 5.119063 -0.13 -0.57 0.06
H -8.027663 -5.142766 5.742406 -0.33 0.68 -0.10
H -6.470802 -4.413296 6.243417 -0.02 -0.43 0.19
H -6.642983 -5.267698 4.690926 0.16 0.07 -0.16
H -8.873249 -3.044210 6.000898 0.35 0.47 0.83
H -8.175307 -1.518432 5.587277 -0.02 1.36 -0.70
H -7.247042 -2.494771 6.656689 0.28 -0.05 1.12
H -9.131058 -3.837471 3.756555 -0.32 -0.14 0.57
H -7.690234 -4.024848 2.790449 -0.10 0.59 0.68
H -8.528799 -1.262113 3.610878 -0.61 0.47 0.21
H -9.556939 -2.054393 2.372861 0.57 -0.13 0.31
H -7.069342 -0.807141 2.128265 -0.45 -0.58 0.09
N 3.325662 0.066208 -2.673124 -3.57 0.71 0.52
O 4.142437 0.425364 -3.462354 1.22 0.06 -0.36
O 2.135431 0.825717 -2.607445 0.15 -2.13 1.88
O 3.266191 -0.894794 -1.952118 0.89 0.67 -0.65
N -1.047001 -0.837149 4.749391 1.04 -0.67 -0.10
O -0.425172 -0.401058 5.716862 0.61 1.05 1.65
O -1.398648 -0.101450 3.847318 -0.81 1.24 -1.00
O -1.181783 -2.062787 4.653618 -0.64 -1.18 0.04
N -4.970663 0.996175 2.713275 -0.58 0.89 2.74
O -4.617885 1.261820 3.889846 0.31 -0.27 -0.67
O -4.338311 1.362752 1.751162 1.54 0.33 -1.72
O -6.062040 0.430150 2.553146 -1.09 -0.93 -0.28
N -5.644302 -5.211161 1.404287 -0.18 -0.21 0.22
O -5.860210 -6.009184 0.498836 0.03 -0.07 0.59
O -5.231333 -4.069870 1.178474 0.41 1.32 -0.98
O -5.829561 -5.469858 2.628964 -0.16 -1.13 0.31
N -3.377717 0.116983 -2.964805 0.07 -0.17 -1.04
O -3.372164 -0.296225 -1.755406 0.14 1.09 -1.57
O -3.863062 -0.600456 -3.878086 -0.07 0.05 1.09
O -2.893230 1.230756 -3.341079 -0.57 -0.79 1.80
N 0.167720 5.368210 -5.170382 0.12 1.71 -0.11
O 0.834746 6.462327 -5.149922 -0.91 -1.57 0.14
O -0.537160 5.094597 -6.159715 0.17 0.43 -0.44
O 0.154434 4.594270 -4.211280 0.36 0.06 0.64
N 1.097133 -5.753940 -0.485686 0.49 1.38 -1.45
O 0.715142 -4.583932 -0.220473 -0.48 -0.41 0.11
O 1.834291 -6.333366 0.305287 -0.17 -0.84 0.19
O 0.818410 -6.230447 -1.638359 0.16 -0.16 1.15
N 3.291128 3.014628 4.635164 -0.20 2.33 -0.53
O 3.805724 1.889099 4.734450 -0.30 0.16 0.03
O 3.643760 3.861150 3.779953 0.08 -1.58 0.57
O 2.359061 3.399079 5.427934 1.23 -0.92 -0.16
N 6.566731 -2.009018 0.187858 1.75 -0.98 0.37
O 7.657575 -1.351183 0.276470 -2.10 -0.82 -0.61
O 6.288549 -2.693697 -0.853619 0.11 1.21 0.66
O 5.857084 -2.163243 1.211570 -0.14 0.48 -0.86
```
Positions in Å, forces in eV/Å.